ORCA calculation (wB97M-V/def2-TZVPD) on a 15-piece molecular cluster, C57H101N11O11 overall.

Output
Orbital gap (eV): 8.35
Energy (eV): -99659.3009

The geometry in XYZ format:
```
180
Properties=species:S:1:pos:R:3:forces:R:3
C 3.543903 0.713357 2.060741 -1.8771 0.3479 0.6372
C 4.004438 2.145545 2.259232 1.5350 -0.2647 -1.5628
C 4.402428 2.132504 3.706759 -0.0572 -0.1496 -0.3135
O 3.355216 1.373129 4.340243 -0.0265 0.8472 0.5785
C 2.637529 0.704190 3.335710 0.1706 -1.7004 -1.4370
H 4.329482 -0.041893 2.036819 0.1911 0.1922 0.4163
H 2.915476 0.506366 1.194525 0.0396 0.2416 -0.1405
H 3.255349 2.902646 2.027359 -0.4672 -0.2312 0.2853
H 4.824556 2.399104 1.587509 0.3105 -0.0080 0.2278
H 4.567641 3.164136 4.017434 -0.5785 -0.0534 0.8557
H 5.327669 1.586786 3.891725 0.2364 0.0246 -0.2068
H 1.674969 1.137387 3.063805 -0.0516 0.7529 0.1966
H 2.361989 -0.314999 3.606655 0.4182 -0.1237 0.5992
C -1.560481 1.089726 6.622488 0.0185 -0.6894 0.3023
C -1.089284 -0.229196 5.988664 -0.0834 -1.1448 1.6684
C -1.377159 -0.047809 4.535600 0.2091 1.0164 1.3979
O -1.104021 1.366261 4.375228 0.1756 -0.3239 -2.2506
C -1.018895 2.070824 5.591337 -0.8082 -0.6445 0.7788
H -1.235344 1.283716 7.644621 0.4097 -0.1343 -0.1068
H -2.647161 1.064427 6.703690 -0.1668 0.2767 -0.3815
H -1.587914 -1.132898 6.339060 -0.4392 0.1203 0.3027
H -0.054955 -0.457275 6.246041 0.3348 0.4444 -0.4468
H -2.444309 -0.223077 4.399327 -0.1047 -0.0505 -0.4960
H -0.774699 -0.748861 3.957969 0.0901 0.6132 -0.6159
H -1.660581 2.949685 5.528678 0.3104 0.2580 -0.1118
H 0.016267 2.310924 5.834014 0.0766 0.2774 -0.1760
C 1.629403 -4.199461 -4.600467 0.7870 -2.1148 -0.9395
C 1.987187 -4.308062 -6.117617 -0.6666 -0.6044 1.0937
C 2.748549 -3.041703 -6.347457 -0.9013 0.5109 0.3683
O 2.076994 -2.091297 -5.454505 0.8003 0.3457 -0.8193
C 1.382836 -2.758512 -4.394128 0.2312 0.1061 -0.2983
H 2.493056 -4.564107 -4.044368 0.0216 0.0829 0.2828
H 0.784677 -4.851346 -4.377804 -0.0284 0.1830 0.2268
H 1.018976 -4.336028 -6.617516 0.1955 0.1467 -0.5571
H 2.541939 -5.220194 -6.337547 -0.0315 0.0470 -0.0683
H 2.692673 -2.696239 -7.379754 -0.2293 0.3384 0.1120
H 3.810511 -3.152510 -6.128253 0.0961 0.0863 0.4379
H 0.309931 -2.577195 -4.458032 0.0568 0.4544 0.1749
H 1.815571 -2.462699 -3.438446 -0.2763 0.4117 0.1553
C 5.098181 4.171410 -0.445522 -0.4023 -0.7348 -0.3124
C 5.913623 5.392828 -0.772520 0.8040 1.1367 1.1964
C 5.487354 5.859358 -2.149021 0.1626 -1.0465 0.1575
O 4.312274 5.085577 -2.398264 -0.8003 1.9013 -1.1248
C 4.449020 3.851943 -1.794982 0.7160 -0.4055 0.6989
H 4.282256 4.351531 0.254425 0.3348 0.0453 0.2915
H 5.755011 3.361782 -0.127437 -0.3044 -0.0649 0.2931
H 6.978615 5.184371 -0.670424 0.0614 0.0207 -0.3040
H 5.726014 6.213327 -0.079925 -0.0562 -0.1204 0.2677
H 6.260658 5.601872 -2.872757 0.0130 0.0775 -0.3566
H 5.325749 6.937309 -2.149791 -0.5139 -0.2113 -0.3866
H 5.143453 3.252794 -2.383940 -0.0665 -0.5315 -0.2131
H 3.476816 3.372377 -1.681245 0.0378 0.0034 -0.3333
C 4.041642 0.006178 -1.777748 1.7199 -0.1417 -0.0404
C 4.066336 -1.468083 -1.369695 -2.3521 0.8798 -0.0510
O 3.304900 -1.806511 -0.451864 0.5799 -0.1554 0.1052
N 4.692038 -2.393767 -2.098726 0.9712 0.5244 -0.8736
C 5.318013 -2.120363 -3.391154 0.1963 0.2322 -0.7194
H 5.031530 0.213524 -2.184220 -0.1118 0.3060 -0.5851
H 3.980667 0.704432 -0.942987 -0.3140 -0.5623 0.4077
H 3.260431 0.295050 -2.480847 0.0383 -0.4323 -0.2188
H 4.672937 -3.334156 -1.730731 0.1889 -0.5145 -0.1003
H 6.307427 -1.663685 -3.366404 -0.0112 0.3076 0.5921
H 4.676829 -1.492200 -4.009529 -0.0994 0.1639 0.1882
H 5.510357 -2.980164 -4.032910 -0.4740 -0.6087 0.6582
C 2.705755 -7.102971 -1.547611 -0.8760 1.1604 0.8320
C 3.286747 -5.661118 -1.326886 1.6625 -1.4130 -1.0363
O 4.509978 -5.479717 -1.426338 -0.1537 0.0292 0.1383
N 2.497090 -4.612670 -1.129850 -1.0354 -0.4206 -0.3168
C 1.071278 -4.634829 -0.973477 -0.9368 0.3812 1.5843
H 3.378677 -7.958811 -1.494420 0.5458 0.7190 -0.0873
H 2.132924 -7.159952 -2.473193 0.1106 0.1737 -0.1504
H 1.975010 -7.261090 -0.754438 -0.1697 -0.1204 0.0732
H 2.935479 -3.716553 -0.972046 0.0784 0.0459 0.2197
H 0.606657 -3.695418 -1.273033 0.1198 -0.2598 -0.9719
H 0.805917 -4.595440 0.082993 0.1512 -0.3906 0.4370
H 0.563102 -5.525439 -1.343179 0.2568 0.3476 -0.5600
C -5.105760 1.889773 4.825180 0.1556 0.9814 -1.0385
C -5.651268 1.568763 3.393448 -2.6227 -2.0944 1.4560
O -6.590327 0.745011 3.397150 1.1910 0.6777 -0.2258
N -5.270783 2.101991 2.218367 -0.0125 -0.7273 0.7332
C -4.221616 3.033370 2.132238 0.8348 1.3288 0.1882
H -5.932908 1.888479 5.535056 -0.1339 -0.3857 -0.3806
H -4.675901 2.886648 4.923007 0.3202 0.0155 -0.1784
H -4.359796 1.166568 5.154746 -0.0424 -0.0698 -0.2710
H -5.677574 1.670417 1.400821 -0.0774 0.1066 0.1184
H -4.224486 3.533062 1.163524 0.0701 -0.0348 0.1392
H -3.230299 2.636022 2.350197 0.1748 -0.2965 -0.2388
H -4.406227 3.766413 2.917520 0.1906 0.4562 -0.2303
C -3.562678 -4.925620 2.645125 0.7448 1.5970 -0.4970
C -2.517440 -3.869864 2.070650 0.5093 -3.0107 0.4414
O -1.426334 -4.307354 1.697946 -0.4955 0.1741 -0.0324
N -2.832001 -2.597856 1.930740 0.0885 0.8099 0.1243
C -3.993624 -1.944508 2.414131 -0.7625 1.0095 0.1285
H -3.321977 -5.266590 3.652054 0.3379 0.2571 -0.0314
H -3.463897 -5.787647 1.985394 -0.3453 0.1214 0.0037
H -4.555805 -4.478399 2.687507 -0.1475 -0.3817 -0.2262
H -2.122632 -1.959099 1.600727 0.3618 -0.0805 -0.2446
H -3.787498 -0.874240 2.402799 0.0097 0.0833 -0.0677
H -4.236113 -2.166056 3.453459 -0.2290 -0.3315 -0.1313
H -4.825214 -2.077915 1.722206 -0.3926 -0.1644 0.4023
C -3.046137 -4.875296 -1.667537 -0.1168 0.2699 -0.0577
C -2.563214 -3.883613 -2.765208 1.7283 -0.4941 1.0181
O -1.359173 -3.766443 -2.991986 -0.4559 -0.1421 0.0441
N -3.464529 -3.153705 -3.433745 -0.4543 -1.1362 1.0871
C -3.225310 -2.236883 -4.514200 -0.9723 0.1468 -0.2692
H -2.772463 -4.641547 -0.638674 0.3026 1.0035 -0.0917
H -2.520852 -5.828131 -1.733031 -0.2196 -0.0746 -0.7574
H -4.126366 -5.013850 -1.622768 -0.0563 -0.1956 -0.3689
H -4.414105 -3.300338 -3.122440 0.0322 0.2478 -0.4411
H -2.303272 -2.315615 -5.090190 0.1643 -0.4537 0.6808
H -3.335350 -1.227274 -4.118379 0.0342 0.2119 -0.3882
H -4.037986 -2.497084 -5.192398 0.0175 0.7273 -0.4151
C -0.486565 0.457994 -4.265601 -0.8972 0.3905 -1.4366
C -0.039591 1.868743 -4.098513 -0.1249 -0.2694 -0.0253
O 1.106679 2.084471 -3.761499 0.4498 0.7103 0.3861
N -0.946558 2.858464 -4.331182 0.9608 0.7069 0.6321
C -2.253782 2.780035 -4.886502 -0.8108 -0.3592 -0.5238
H -1.150632 0.437185 -5.129713 -0.1747 -0.1484 -0.2504
H -1.141336 0.164757 -3.444996 0.5934 -0.4565 0.2764
H 0.385638 -0.121766 -4.567659 -0.1895 -0.3734 0.8143
H -0.616284 3.782348 -4.091484 0.1471 -0.1223 -0.0795
H -2.913508 2.093448 -4.355974 -0.0264 -0.0534 0.1998
H -2.235263 2.456633 -5.927247 0.0192 -0.0596 -0.1556
H -2.731071 3.759964 -4.880453 0.1575 -0.0184 0.1655
C 4.988856 -3.834424 1.918327 -0.5792 0.4106 -0.8339
C 3.558881 -3.843335 2.447351 -0.6854 -1.0629 2.7141
O 3.334794 -4.513383 3.469871 0.0306 0.2362 -0.7828
N 2.583452 -3.085785 1.901109 0.6092 0.3025 -1.3148
C 1.163545 -2.933723 2.304678 1.8488 -0.3973 0.1994
H 5.691225 -4.213850 2.660497 -0.3665 0.2223 0.1180
H 5.244317 -2.827558 1.588085 0.2466 0.0797 0.0621
H 5.080816 -4.471798 1.038893 -0.1369 -0.0972 -0.1358
H 2.898090 -2.571730 1.090642 -0.3423 0.1560 0.0202
H 0.584895 -2.584276 1.449607 0.1127 -0.1148 0.0888
H 1.178698 -2.177396 3.089435 -0.5801 -0.0783 0.2303
H 0.800860 -3.899069 2.657749 -0.1418 0.3119 0.0499
N -6.071026 1.389621 -1.160676 0.0539 -2.5611 0.2296
C -4.950196 0.681061 -0.741112 -2.2032 -0.6119 -1.3985
C -4.872143 -0.729485 -0.823683 -1.1462 0.0693 -0.2645
C -5.961940 -1.480612 -1.316907 1.0859 2.0260 0.2771
C -7.101719 -0.761696 -1.699411 -0.3855 -0.5292 0.1267
C -7.167393 0.616176 -1.600460 3.2403 1.2903 1.1562
H -4.079173 1.216307 -0.392947 -0.0580 0.3892 0.0710
H -4.017584 -1.297423 -0.486688 0.3843 0.3593 0.0648
H -5.782976 -2.542843 -1.394524 -0.6797 -0.1581 -0.0289
H -8.002116 -1.262997 -2.022522 0.0110 -0.2155 -0.1594
H -8.040724 1.198517 -1.854562 -0.0595 -0.1258 -0.0797
N -1.385385 -0.230431 0.608510 0.5990 0.5462 0.2800
C -0.832526 -0.876969 -0.443117 1.3095 2.0861 0.9545
C 0.337165 -0.363799 -1.060654 -1.1820 -1.0098 -0.0324
C 0.803042 0.866004 -0.695603 0.3270 0.3978 0.1910
C 0.269413 1.499437 0.420895 -0.0734 0.3879 0.2112
C -0.782401 0.938088 1.098480 -0.9325 -2.2913 -1.7665
H -1.246295 -1.793005 -0.838184 -0.3992 -0.2003 0.3169
H 0.807514 -0.962164 -1.826891 0.0190 0.1537 -0.2571
H 1.574623 1.357031 -1.270035 0.1740 -0.0841 0.0417
H 0.661616 2.442607 0.771612 0.1548 0.1801 0.0119
H -1.219833 1.403772 1.969226 -0.0526 -0.1859 0.1401
N -1.789238 5.664886 -0.173007 -0.5653 -0.9049 -0.8805
C -3.107482 5.911127 -0.299665 0.3362 0.1974 0.5122
C -4.030235 5.104414 -0.944724 0.6785 -1.2034 -0.7023
C -3.557466 3.890070 -1.516948 0.7155 1.0477 0.5767
C -2.208995 3.576361 -1.354491 0.4443 0.9970 0.6007
C -1.346878 4.521733 -0.715955 -1.1284 0.0277 0.1098
H -3.372448 6.821020 0.218309 -0.5358 0.1571 -0.1470
H -5.081660 5.339381 -1.020261 0.0182 0.2582 0.0855
H -4.187554 3.224165 -2.087882 -0.3057 -0.0128 0.2194
H -1.819392 2.621503 -1.675230 0.1495 0.0154 -0.1873
H -0.281164 4.410989 -0.580359 0.1424 -0.5808 -0.2113
N 0.879325 4.864372 2.372337 -0.6741 -0.5921 0.4668
C 1.818316 5.400558 3.170117 -0.7311 -0.4199 -0.6945
C 1.534931 6.076404 4.327658 -0.8708 0.1205 -0.3880
C 0.176572 6.259288 4.624736 0.5189 -0.4873 1.0226
C -0.820330 5.626322 3.896114 0.3930 -0.7837 -1.3257
C -0.428533 4.886296 2.759629 2.4067 0.8407 0.4653
H 2.852774 5.251563 2.897928 0.1145 -0.0494 -0.3574
H 2.381216 6.422472 4.902500 -0.3413 0.2740 0.3726
H -0.050664 6.731468 5.569091 -0.3053 0.3348 -0.0584
H -1.873273 5.632439 4.136256 0.0190 0.2659 0.3500
H -1.048161 4.260360 2.134596 -0.5102 0.3072 0.1162
```
Positions in Å, forces in eV/Å.